Here is one molecule with the formula C8H13N3O at a distorted geometry from the Open Molecules 2025 dataset. Energies are from the ωB97M-V functional and the def2-TZVPD basis.

```
25
Properties=species:S:1:pos:R:3:forces:R:3:nbo_charge:R:1
N -0.21631 1.53635 0.00116 -1.216 1.026 0.495 -0.60
H -2.69479 2.32805 -0.18532 0.246 -0.342 0.166 0.23
C 2.15799 1.27415 0.62190 -1.915 -0.600 -0.965 -0.48
H -2.18047 -1.19619 -0.71851 1.536 0.792 -0.596 0.22
H 2.80152 -1.25617 -1.18736 0.457 -0.301 -0.831 0.39
H -3.28952 1.11042 1.00821 1.129 0.388 -0.833 0.23
H -3.34667 0.77680 -0.67382 0.488 0.326 0.061 0.22
C -1.26810 -0.52695 -0.90422 0.208 -0.379 0.921 -0.40
H -0.98032 -2.15060 0.90743 -0.053 -1.283 -0.090 0.22
H 2.27863 2.28859 0.84231 0.664 1.087 1.065 0.23
H 0.29286 -1.13466 1.43984 -0.020 -1.485 -1.097 0.21
N 1.11152 -0.18239 -0.78879 -0.190 -0.508 0.684 -0.25
C -1.37541 0.63162 0.07193 2.057 -2.465 3.413 -0.06
C 0.94874 0.88084 0.09597 2.728 0.390 -1.893 0.41
N 2.37370 -0.69596 -0.49477 1.216 1.135 1.739 -0.50
H -1.25444 0.08080 1.11707 -0.473 1.126 -1.686 0.17
H 0.87328 -2.63841 0.66315 -0.535 -0.816 0.477 0.24
O 4.29633 0.17688 0.58103 0.577 0.006 -0.520 -0.60
H -0.20462 2.35183 0.62950 -0.601 -0.695 -0.388 0.39
H 0.26053 -1.93644 -1.41214 0.374 -1.264 -2.005 0.20
H -1.19631 -0.12531 -1.86815 -0.742 0.557 -1.806 0.22
C -2.66868 1.25457 0.06498 -4.358 1.321 0.182 -0.63
C 3.14726 0.30980 0.24913 -1.103 -1.530 -0.055 0.64
C 0.08973 -1.21032 -0.69884 -1.978 0.343 2.030 -0.05
C 0.04353 -1.94731 0.63829 1.504 3.169 1.532 -0.64
```
Forces are in eV/Å.

Summary:
- Strongest force on any atom: 4.7 eV/Å
- Frontier orbital gap: 0.33495 Eh
- Energy: -15022.773 eV
- SMILES: C[C@H]1C[C@H](C)n2[nH]c(=O)cc2N1